P:
Molecular formula: C4HNO
Method: DFT, ωB97M-V/def2-TZVPD

Molecular weight, g/mol: 79.058
HOMO-LUMO gap, eV: 8.323
Total charge: 0

Cartesian coordinates (Å):
O -1.058 -0.633 0.099
C -0.190 0.405 -0.014
C 1.146 -0.025 -0.068
C 2.359 0.009 -0.139
C -2.282 -0.142 0.139
N -3.345 0.314 0.172
H 3.425 0.043 -0.198

***

Q:
Molecular formula: C4HNO
Method: DFT, ωB97M-V/def2-TZVPD

Molecular weight, g/mol: 79.058
HOMO-LUMO gap, eV: 7.919
Total charge: 0

Cartesian coordinates (Å):
O 0.714 0.990 0.716
C 0.205 -0.146 0.198
C -0.911 -0.075 -0.604
C -1.823 -0.397 -1.336
C 1.759 0.363 1.262
N 2.695 -0.115 1.745
H -2.639 -0.622 -1.980

***

R:
Molecular formula: C4HNO
Method: DFT, ωB97M-V/def2-TZVPD

Molecular weight, g/mol: 79.058
SMILES: N#CC#CC=O
HOMO-LUMO gap, eV: 10.105
Total charge: 0

Cartesian coordinates (Å):
N -2.574 -1.831 -0.173
C -1.427 -1.733 -0.293
C -0.261 -1.009 -0.244
C 0.299 0.041 -0.031
C 1.111 1.219 0.192
O 0.673 2.295 0.521
H 2.179 1.018 0.028

***

Each structure's energy above the most stable one, in hartree: P 0.0982; Q 0.1159; R 0.0000.

***

P:
Molecular formula: C9H14N2O7
Method: DFT, ωB97M-V/def2-TZVPD

Molecular weight, g/mol: 262.218
SMILES: N[C@@H](CCC(=O)O)C(=O)N[C@@H](CC(=O)O)C(=O)O
HOMO-LUMO gap, eV: 9.523
Total charge: 0

Cartesian coordinates (Å):
N 1.124 2.034 0.412
C 1.349 0.620 0.402
C 2.553 0.278 1.249
C 3.510 -0.734 0.652
C 3.443 -0.885 -0.841
O 2.659 -1.611 -1.450
O 4.085 0.017 -1.459
C 0.124 -0.050 0.918
O -0.342 0.309 2.039
N -0.683 -0.647 -0.068
C -2.089 -0.768 0.150
C -2.985 0.243 -0.649
C -2.468 1.599 -0.799
O -1.292 1.811 -0.902
O -3.457 2.567 -0.864
C -2.531 -2.146 -0.064
O -1.997 -2.920 -0.792
O -3.697 -2.276 0.552
H 0.365 2.355 1.038
H 0.646 2.265 -0.506
H 1.503 0.311 -0.681
H 3.077 1.186 1.505
H 2.174 -0.112 2.182
H 3.248 -1.621 1.210
H 4.442 -0.277 0.965
H 3.994 -0.076 -2.424
H -0.435 -1.249 -0.844
H -2.236 -0.483 1.253
H -3.978 0.246 -0.150
H -3.170 -0.148 -1.652
H -2.854 3.326 -0.726
H -4.083 -3.163 0.345

***

Q:
Molecular formula: C9H14N2O7
Method: DFT, ωB97M-V/def2-TZVPD

Molecular weight, g/mol: 262.218
SMILES: N[C@@H](CC(=O)O)C(=O)N[C@@H](CCC(=O)O)C(=O)O
HOMO-LUMO gap, eV: 9.466
Total charge: 0

Cartesian coordinates (Å):
N 2.884 -0.919 -0.231
C 2.320 -0.665 -1.550
C 1.726 -1.948 -2.167
C 0.695 -2.612 -1.299
O 0.901 -3.118 -0.206
O -0.492 -2.758 -1.935
C 1.316 0.561 -1.670
O 1.439 1.196 -2.718
N 0.411 0.964 -0.724
C -0.039 0.216 0.427
C -0.006 0.985 1.672
C -1.027 2.091 1.927
C -2.422 1.681 2.248
O -2.741 0.534 2.231
O -3.207 2.742 2.382
C -1.386 -0.307 0.057
O -1.690 -1.452 0.084
O -2.213 0.698 -0.273
H 3.009 -0.047 0.267
H 2.329 -1.551 0.271
H 3.238 -0.389 -2.142
H 1.240 -1.576 -3.103
H 2.526 -2.559 -2.409
H -1.208 -2.960 -1.326
H -0.103 1.764 -1.082
H 0.459 -0.785 0.553
H 0.904 1.588 1.815
H 0.035 0.246 2.468
H -1.019 2.665 1.002
H -0.714 2.835 2.663
H -4.063 2.466 2.732
H -3.103 0.413 0.037

***

Each structure's energy above the most stable one, in hartree: P 0.0226; Q 0.0000.

***

P:
Molecular formula: C24H19IrN6OSTe
Method: DFT, ωB97M-V/def2-TZVPD

Molecular weight, g/mol: 759.341
HOMO-LUMO gap, eV: 7.079
Total charge: 0

Cartesian coordinates (Å):
Ir 0.170 -0.719 0.524
C -1.539 -3.308 3.427
C -2.788 -2.757 3.675
C -3.111 -1.541 3.102
C -2.183 -0.901 2.297
N -0.991 -1.453 2.045
C -0.672 -2.629 2.599
C -2.351 0.468 1.711
C -3.700 0.829 1.196
C -3.832 1.533 0.074
C -2.676 1.922 -0.732
C -1.424 1.611 -0.388
C -1.117 0.828 0.832
H -1.240 -4.256 3.851
H -3.500 -3.270 4.307
H -4.069 -1.075 3.282
H 0.301 -3.029 2.342
H -4.567 0.576 1.795
H -4.814 1.856 -0.248
H -2.858 2.477 -1.645
H -0.597 1.941 -1.000
N 3.168 -1.279 0.027
C 2.690 -0.724 -1.130
C 3.490 -0.671 -2.283
C 2.977 -0.150 -3.441
C 1.655 0.297 -3.456
C 0.922 0.185 -2.304
N 1.417 -0.299 -1.144
H 4.151 -1.496 0.023
H 2.857 -0.813 0.877
H 4.506 -1.039 -2.231
H 3.591 -0.094 -4.330
H 1.198 0.698 -4.348
H -0.125 0.437 -2.286
N 2.872 2.108 2.364
C 1.661 1.565 2.081
O 1.659 0.355 1.649
C 0.492 2.295 2.333
C 0.573 3.512 3.046
N 0.721 4.516 3.596
C -0.743 1.622 2.047
N -1.833 1.455 2.733
H 2.950 3.063 2.664
H 3.698 1.571 2.178
Te -1.309 -2.191 -1.032
C 0.331 -3.444 -1.441
C 1.201 -3.392 -2.493
C 2.243 -4.356 -2.408
C 2.151 -5.128 -1.289
S 0.792 -4.688 -0.349
H 1.096 -2.685 -3.305
H 3.021 -4.474 -3.150
H 2.799 -5.934 -0.985

***

Q:
Molecular formula: C24H19IrN6OSTe
Method: DFT, ωB97M-V/def2-TZVPD

Molecular weight, g/mol: 759.341
HOMO-LUMO gap, eV: 7.220
Total charge: 0

Cartesian coordinates (Å):
Ir 0.439 0.394 0.383
C 1.209 -0.168 4.615
C 0.540 -1.356 4.872
C -0.171 -1.961 3.858
C -0.189 -1.388 2.590
N 0.497 -0.249 2.345
C 1.158 0.356 3.342
C -0.941 -1.882 1.444
C -1.734 -3.028 1.480
C -2.486 -3.386 0.379
C -2.461 -2.576 -0.751
C -1.673 -1.436 -0.794
C -0.869 -1.082 0.290
H 1.761 0.353 5.384
H 0.559 -1.795 5.861
H -0.724 -2.871 4.039
H 1.630 1.292 3.096
H -1.772 -3.637 2.375
H -3.102 -4.275 0.404
H -3.073 -2.828 -1.609
H -1.716 -0.805 -1.671
N 0.342 3.149 -1.474
C 0.453 2.055 -2.241
C 0.517 2.194 -3.647
C 0.660 1.092 -4.436
C 0.749 -0.171 -3.838
C 0.651 -0.241 -2.478
N 0.466 0.833 -1.672
H 0.378 4.053 -1.906
H 0.386 3.110 -0.467
H 0.452 3.188 -4.068
H 0.709 1.198 -5.512
H 0.891 -1.072 -4.415
H 0.728 -1.187 -1.965
N 4.118 -1.618 0.672
C 3.437 -0.462 0.556
O 2.371 -0.448 -0.131
C 3.942 0.714 1.168
C 5.132 0.710 1.929
N 6.095 0.701 2.564
C 3.150 1.857 1.002
N 2.394 2.718 0.829
H 3.771 -2.422 0.180
H 5.020 -1.649 1.114
Te -1.634 1.809 1.044
C -2.844 1.758 -0.665
C -3.915 0.929 -0.863
C -4.592 1.163 -2.090
C -4.027 2.175 -2.806
S -2.688 2.846 -1.987
H -4.204 0.178 -0.141
H -5.455 0.605 -2.423
H -4.339 2.561 -3.764

***

Each structure's energy above the most stable one, in hartree: P 0.0823; Q 0.0000.

***

P:
Molecular formula: C5H10BrN
Method: DFT, ωB97M-V/def2-TZVPD

Molecular weight, g/mol: 164.046
SMILES: CC(C)C#N.CBr
HOMO-LUMO gap, eV: 10.922
Total charge: 0

Cartesian coordinates (Å):
C 0.681 -1.671 0.314
C 1.442 -0.391 0.537
C 2.585 -0.107 -0.364
C 0.601 0.786 0.201
N 0.095 1.791 0.000
H -0.324 -1.437 0.781
H 1.279 -2.387 0.889
H 0.603 -2.096 -0.614
H 1.845 -0.268 1.529
H 3.132 0.818 -0.371
H 3.448 -0.711 -0.170
H 2.362 -0.313 -1.478
C -3.601 1.364 -0.281
Br -3.298 -0.527 0.160
H -2.686 1.804 -0.031
H -4.381 1.904 0.252
H -3.783 1.442 -1.354

***

Q:
Molecular formula: C5H10BrN
Method: DFT, ωB97M-V/def2-TZVPD

Molecular weight, g/mol: 164.046
HOMO-LUMO gap, eV: 9.100
Total charge: 0

Cartesian coordinates (Å):
C 0.705 -0.745 -0.113
C -0.862 0.133 -1.928
C -1.140 0.693 0.721
C 2.410 -0.433 -1.105
C -0.281 0.323 -0.522
N 0.924 -1.546 0.800
Br 3.672 0.055 0.181
H -1.347 -0.810 -2.002
H -0.109 0.256 -2.689
H -1.598 0.877 -2.020
H -1.588 -0.114 1.329
H -0.557 1.201 1.498
H -1.851 1.410 0.436
H 2.187 0.386 -1.838
H 2.440 -1.464 -1.479
H 0.385 1.178 -0.643
H 0.301 -1.772 1.582

***

Each structure's energy above the most stable one, in hartree: P 0.0000; Q 0.0457.

***

P:
Molecular formula: CH7N5S
Method: DFT, ωB97M-V/def2-TZVPD

Molecular weight, g/mol: 121.169
HOMO-LUMO gap (alpha / beta), eV: 6.130 / 6.131
Total charge: +2

Cartesian coordinates (Å):
C 11.636 -0.751 1.610
N 11.227 -0.586 0.590
N -7.701 -0.928 -0.712
N -7.865 1.335 1.356
N 10.951 -0.519 -0.652
N -8.850 0.999 0.660
S -8.028 -2.329 -0.764
H 11.776 -0.837 2.696
H -7.432 0.606 1.854
H -7.676 2.316 1.512
H 10.306 -1.223 -0.989
H 10.757 0.350 -1.074
H -9.303 1.635 0.004
H -9.475 -2.242 -0.806

***

Q:
Molecular formula: CH7N5S
Method: DFT, ωB97M-V/def2-TZVPD

Molecular weight, g/mol: 121.169
SMILES: [H]/N=[N+](N)/C=[N+](\N)S
HOMO-LUMO gap (alpha / beta), eV: 8.184 / 8.185
Total charge: +2

Cartesian coordinates (Å):
H -2.013 1.747 1.288
N -1.626 0.909 0.798
N -0.507 0.875 0.320
N 0.316 1.939 0.262
C 0.028 -0.188 -0.489
N 0.134 -1.517 -0.295
N 0.059 -2.213 0.844
S 0.721 -2.497 -1.623
H -0.194 2.741 0.618
H 1.292 1.746 0.394
H 0.399 0.372 -1.403
H -0.116 -1.608 1.619
H 0.608 -3.024 1.036
H 0.737 -1.646 -2.667

***

Each structure's energy above the most stable one, in hartree: P 0.0000; Q 0.0274.

***

P:
Molecular formula: C5H8N2O2S
Method: DFT, ωB97M-V/def2-TZVPD

Molecular weight, g/mol: 160.198
HOMO-LUMO gap (alpha / beta), eV: 7.267 / 7.325
Total charge: 0

Cartesian coordinates (Å):
C -3.644 0.785 0.473
C -0.121 -1.999 -0.732
C 1.358 1.421 -0.735
C 0.953 -2.674 -0.011
C 0.750 2.055 0.461
N -2.459 0.604 0.749
N 1.827 0.274 -0.778
O -4.632 1.220 0.083
O -1.060 -1.270 -0.496
S -1.626 -0.700 1.279
H 1.927 -0.123 -1.655
H 1.391 2.276 -1.458
H 0.629 -2.880 1.005
H 1.812 -1.962 0.036
H 1.211 -3.688 -0.395
H 1.213 2.941 0.695
H 0.821 1.481 1.296
H -0.349 2.239 0.183

***

Q:
Molecular formula: C5H8N2O2S
Method: DFT, ωB97M-V/def2-TZVPD

Molecular weight, g/mol: 160.198
HOMO-LUMO gap (alpha / beta), eV: 7.446 / 7.445
Total charge: 0

Cartesian coordinates (Å):
C -1.506 2.667 -1.468
C -3.338 1.459 -4.348
C -0.026 0.581 -0.784
C 0.208 2.969 0.122
C 1.457 3.399 0.704
N -0.674 3.211 -0.657
N -2.054 -4.263 -0.709
O -4.048 1.778 -3.510
O -2.640 1.152 -5.200
S -1.269 0.861 -1.742
H -2.429 3.086 -1.429
H 0.601 -0.364 -0.967
H 2.239 2.992 -0.017
H 1.698 3.037 1.620
H 1.338 4.441 0.943
H -1.157 -4.113 -1.174
H -1.791 -4.356 0.246
H -2.619 -3.419 -0.843

***

Each structure's energy above the most stable one, in hartree: P 0.0152; Q 0.0000.

***

P:
Molecular formula: C5H5FO2
Method: DFT, ωB97M-V/def2-TZVPD

Molecular weight, g/mol: 116.091
SMILES: C=C(C=O)C(=O)CF
HOMO-LUMO gap, eV: 10.092
Total charge: 0

Cartesian coordinates (Å):
C 1.223 -1.497 0.397
C 0.290 -0.543 0.417
C -0.233 0.064 1.644
O 0.341 0.576 2.552
C -0.376 -0.174 -0.907
O -0.678 -1.054 -1.678
C -0.626 1.308 -1.216
F -0.043 2.074 -0.231
H 1.846 -1.726 1.258
H 1.537 -2.006 -0.529
H -1.334 0.020 1.703
H -0.214 1.505 -2.215
H -1.732 1.453 -1.194

***

Q:
Molecular formula: C5H5FO2
Method: DFT, ωB97M-V/def2-TZVPD

Molecular weight, g/mol: 116.091
HOMO-LUMO gap (alpha / beta), eV: 8.001 / 7.103
Total charge: 0

Cartesian coordinates (Å):
C -1.278 -0.426 -0.350
C -0.289 -1.143 0.303
C 1.766 1.193 -0.220
C -2.373 0.161 0.182
C 1.892 -0.220 -0.171
O 0.776 1.966 -0.085
O 1.014 -1.121 0.106
F 3.128 -0.780 -0.073
H -0.854 -0.081 -1.264
H -0.522 -1.650 1.151
H 2.709 1.718 -0.174
H -2.877 -0.036 1.145
H -3.092 0.420 -0.549

***

Each structure's energy above the most stable one, in hartree: P 0.0000; Q 0.1196.

***

P:
Molecular formula: C3H5FOS2
Method: DFT, ωB97M-V/def2-TZVPD

Molecular weight, g/mol: 140.204
SMILES: O=C(S)[C@H](S)CF
HOMO-LUMO gap, eV: 9.998
Total charge: 0

Cartesian coordinates (Å):
O -0.215 2.253 0.318
C -0.202 1.063 0.353
S -1.559 0.193 1.002
C 0.942 0.155 -0.135
S 0.467 -0.096 -1.829
C 1.391 -1.008 0.641
F 0.232 -1.900 0.492
H -0.778 -0.913 1.034
H 1.865 0.746 -0.149
H -0.512 -1.087 -1.533
H 1.520 -0.922 1.684
H 2.226 -1.575 0.074

***

Q:
Molecular formula: C3H5FOS2
Method: DFT, ωB97M-V/def2-TZVPD

Molecular weight, g/mol: 140.204
SMILES: OC[C@H](F)C(=S)S
HOMO-LUMO gap, eV: 8.484
Total charge: 0

Cartesian coordinates (Å):
O 1.978 0.505 1.361
C 1.066 1.404 0.779
C 0.400 0.868 -0.475
F -0.265 1.834 -1.151
C -0.434 -0.424 -0.266
S -2.062 -0.411 -0.486
S 0.382 -1.844 0.235
H 2.555 0.946 1.955
H 1.597 2.376 0.542
H 0.307 1.683 1.552
H 1.233 0.613 -1.161
H 1.535 -1.182 0.379

***

Each structure's energy above the most stable one, in hartree: P 0.0065; Q 0.0000.